No. 1
Entry from OMol25: a single C2H5N3OS2 molecule in a non-equilibrium geometry (ωB97M-V with the def2-TZVPD basis set).

Each line ends with the Mulliken charge.
Geometry (Å):
C  0.47  -0.37  0.09  0.4279
C  -2.10  -0.27  -0.26  -0.0775
H  0.25  2.51  0.71  0.3157
H  -0.61  1.31  1.17  0.2173
H  0.95  -2.32  -0.21  0.3064
H  2.76  -0.04  -0.75  0.3644
H  -1.55  0.39  -0.98  0.3440
N  -0.31  1.78  0.29  -0.5391
N  0.73  0.82  -0.12  -0.3310
N  1.34  -1.30  -0.40  -0.2505
O  2.69  -0.88  -0.15  -0.4343
S  -0.97  -1.11  0.87  -0.1309
S  -3.66  -0.52  -0.27  -0.2124

Summary:
**Molar mass**: 151.2 g mol⁻¹
**ΔE to the lowest compared entry with this formula, charge and spin**: 4.3210 eV
**E_HOMO**: -9.04 eV
**SMILES**: N/N=C(/NO)SC=S
**E_LUMO**: -0.46 eV
**Charge**: 0

No. 2
Entry from OMol25: a molecular structure, C3H7N3S in a non-equilibrium geometry (ωB97M-V with the def2-TZVPD basis set).

Each line ends with the Mulliken charge.
Geometry (Å):
C  1.06  -1.42  -0.25  -0.6358
C  -1.33  -0.52  0.19  0.4815
C  0.81  2.73  0.12  -0.2842
H  1.29  -2.48  0.24  0.3105
H  1.41  -0.39  0.53  0.1991
H  1.52  -1.18  -1.28  0.2460
H  -0.62  -2.10  -0.90  0.2499
H  -2.91  -1.52  -0.11  0.2164
H  1.82  3.05  -0.30  0.2204
H  0.42  3.47  0.78  0.2478
N  -0.38  -1.51  -0.08  -0.2741
N  -2.64  -0.61  0.04  -0.6462
N  0.36  1.55  0.01  -0.3052
S  -0.81  0.93  1.02  -0.0259

Summary:
**Molar mass**: 117.2 g mol⁻¹
**ΔE to the lowest compared entry with this formula, charge and spin**: 3.7721 eV
**E_HOMO**: -8.91 eV
**E_LUMO**: 0.72 eV
**Charge**: 0

No. 3
Entry from OMol25: a single C6H8ClN molecule in a non-equilibrium geometry (ωB97M-V with the def2-TZVPD basis set).

Each line ends with the Mulliken charge.
Geometry (Å):
C  -0.67  -0.97  -1.63  -0.6693
C  0.15  0.01  -1.50  -0.3503
C  1.82  -0.44  0.13  -0.0207
C  1.07  -0.80  1.37  -0.5262
C  -0.02  -0.09  1.79  0.7206
C  -0.71  1.11  1.28  -0.9876
N  1.47  -0.10  -1.01  -0.4510
Cl  -0.65  -0.59  3.27  -0.2133
H  -1.45  -0.87  -2.33  0.2964
H  -0.01  0.95  -2.01  0.4499
H  2.97  -0.67  0.02  0.3198
H  -0.47  -1.96  -1.35  0.2931
H  1.67  -1.55  2.02  0.2617
H  -0.47  1.25  0.23  0.2058
H  -0.48  1.96  1.89  0.3425
H  -1.80  0.99  1.47  0.3286

Summary:
**Molar mass**: 129.6 g mol⁻¹
**ΔE to the lowest compared entry with this formula, charge and spin**: 1.9614 eV
**E_HOMO**: -8.76 eV
**SMILES**: C=C/N=C\C=C(/C)Cl
**E_LUMO**: 0.38 eV
**Charge**: 0

No. 4
Entry from OMol25: 2 unconnected molecules or ions with the total composition C4H13NOS in a non-equilibrium geometry (ωB97M-V with the def2-TZVPD basis set).

Each line ends with the Mulliken charge.
Geometry (Å):
C  1.12  0.30  0.29  -0.7369
C  1.70  0.40  -1.10  -0.6265
S  1.53  -1.17  -2.04  -0.2188
C  -0.39  0.08  0.36  -0.3943
N  -1.11  1.32  0.07  -0.3779
C  -2.30  1.15  -0.73  -0.9169
H  1.55  -0.62  0.69  0.2828
H  1.50  1.05  0.98  0.4112
H  2.77  0.63  -1.04  0.4171
H  1.28  1.18  -1.73  0.2759
H  2.83  -1.49  -2.00  0.1223
H  -0.70  -0.73  -0.31  0.4359
H  -0.54  -0.28  1.38  0.0693
H  -0.45  1.89  -0.44  0.2544
H  -3.05  1.90  -0.49  0.3301
H  -2.85  0.24  -0.46  0.3473
H  -2.13  1.08  -1.81  0.2944
H  -0.47  -2.04  2.07  0.3459
H  0.17  -2.77  3.31  0.3181
O  -0.47  -2.11  3.03  -0.6334

Summary:
**Molar mass**: 123.2 g mol⁻¹
**ΔE to the lowest compared entry with this formula, charge and spin**: 1.0910 eV
**E_HOMO**: -8.90 eV
**SMILES**: CNCCCS.O
**E_LUMO**: 0.71 eV
**Charge**: 0

No. 5
Entry from OMol25: a molecular structure, C33H42BCl2IrN7S3 in a non-equilibrium geometry (ωB97M-V with the def2-TZVPD basis set).

Each line ends with the Löwdin spin population.
Geometry (Å):
Ir  -0.02  -2.66  -1.58  1.6680
C  4.84  -0.83  -1.17  0.0078
C  3.65  -0.53  -0.32  0.0114
C  3.74  0.07  0.91  -0.0015
C  2.60  0.34  1.69  0.0151
N  1.39  0.04  1.25  0.0050
N  1.31  -0.54  0.05  0.0541
B  -0.12  -0.71  -0.52  0.1012
N  -0.46  0.40  -1.53  0.0306
N  0.09  1.60  -1.29  0.0088
C  -0.25  2.59  -2.08  0.0056
C  -1.20  2.39  -3.12  0.0034
C  -1.75  1.17  -3.36  0.0117
C  -2.73  0.91  -4.46  0.0077
C  -1.30  0.11  -2.52  0.0352
S  -1.74  -1.55  -2.77  0.2955
C  0.40  3.94  -1.82  0.0005
C  -0.58  4.75  -0.96  0.0003
C  0.66  4.67  -3.14  0.0002
C  1.72  3.77  -1.07  0.0002
N  -1.19  -0.77  0.60  0.0311
N  -1.70  0.40  0.97  0.0118
C  -2.60  0.40  1.93  0.0085
C  -2.97  -0.81  2.57  0.0031
C  -2.43  -2.01  2.19  0.0131
C  -2.80  -3.31  2.83  0.0058
C  -1.51  -1.95  1.12  0.0330
S  -0.83  -3.39  0.40  0.2829
C  -3.20  1.76  2.28  0.0008
C  -3.87  2.31  1.02  0.0008
C  -4.23  1.64  3.40  0.0000
C  -2.07  2.69  2.72  0.0007
C  2.34  -0.87  -0.73  0.0509
S  1.96  -1.66  -2.24  0.3474
C  2.72  0.95  3.08  0.0016
C  3.62  2.19  3.00  0.0004
C  1.35  1.35  3.61  0.0002
C  3.35  -0.11  3.99  0.0015
H  5.75  -0.83  -0.57  0.0005
H  4.95  -0.07  -1.95  0.0009
H  4.75  -1.79  -1.67  0.0041
H  4.72  0.32  1.30  -0.0002
H  -1.48  3.23  -3.74  0.0003
H  -3.07  1.84  -4.90  0.0004
H  -3.59  0.35  -4.10  0.0028
H  -2.26  0.30  -5.24  0.0015
H  -1.55  4.86  -1.45  0.0000
H  -0.18  5.75  -0.79  0.0000
H  -0.74  4.27  0.00  0.0000
H  -0.26  4.97  -3.65  0.0000
H  1.25  4.07  -3.83  0.0000
H  1.22  5.59  -2.94  0.0000
H  1.58  3.26  -0.12  0.0000
H  2.14  4.75  -0.87  0.0000
H  2.44  3.20  -1.66  0.0001
H  -3.69  -0.79  3.37  0.0001
H  -3.40  -3.13  3.72  0.0002
H  -1.91  -3.87  3.12  0.0021
H  -3.37  -3.92  2.14  0.0011
H  -4.71  1.68  0.70  0.0000
H  -3.16  2.39  0.20  0.0001
H  -4.26  3.31  1.23  0.0001
H  -5.08  1.03  3.11  0.0000
H  -4.61  2.63  3.64  0.0000
H  -3.80  1.23  4.32  0.0000
H  -1.28  2.73  1.97  0.0001
H  -1.63  2.38  3.66  0.0000
H  -2.47  3.70  2.85  0.0001
H  3.24  2.92  2.28  0.0000
H  4.65  1.95  2.75  0.0000
H  3.64  2.67  3.98  0.0000
H  0.86  2.07  2.96  0.0000
H  1.48  1.82  4.59  0.0000
H  0.69  0.49  3.73  0.0001
H  4.32  -0.45  3.61  0.0000
H  2.70  -0.99  4.08  0.0000
H  3.50  0.30  4.98  0.0003
Cl  -1.97  -5.86  -4.43  0.0589
C  -0.58  -6.51  -3.66  0.1588
C  -0.11  -7.77  -3.95  -0.0164
C  1.03  -8.24  -3.30  0.1856
C  1.71  -7.47  -2.35  -0.0068
C  1.26  -6.21  -2.05  0.1538
Cl  2.07  -5.24  -0.87  0.0572
C  0.09  -5.69  -2.70  0.1672
N  -0.37  -4.49  -2.43  1.1663
H  -0.63  -8.38  -4.67  -0.0020
H  1.39  -9.23  -3.52  0.0096
H  2.59  -7.85  -1.85  -0.0011

Summary:
**Molar mass**: 906.9 g mol⁻¹
**Spin multiplicity**: 6
**ΔE to the lowest compared entry with this formula, charge and spin**: 0.0000 eV
**E_HOMO (alpha / beta)**: -12.94 / -13.87 eV
**⟨S²⟩**: 8.822
**E_LUMO (alpha / beta)**: -5.75 / -8.08 eV
**Charge**: +2

No. 6
Entry from OMol25: 2 unconnected molecules or ions with the total composition C4H5NO in a non-equilibrium geometry (ωB97M-V with the def2-TZVPD basis set).

Each line ends with the Mulliken charge.
Geometry (Å):
C  -1.53  0.27  -1.11  -0.3473
N  -1.05  -0.75  -0.52  -0.3522
C  0.70  -0.89  1.74  0.8539
O  0.18  -1.80  2.26  -0.3814
C  1.39  0.18  1.42  -0.4766
C  1.64  0.84  0.29  -0.5647
H  -2.17  0.25  -2.00  0.2489
H  1.23  0.52  -0.67  0.2892
H  -1.30  1.26  -0.71  0.2857
H  -1.34  -1.62  -0.98  0.1926
H  2.26  1.74  0.27  0.2519

Summary:
**Molar mass**: 83.1 g mol⁻¹
**ΔE to the lowest compared entry with this formula, charge and spin**: 3.3615 eV
**E_HOMO**: -8.66 eV
**SMILES**: C=C=C=O.C=N
**E_LUMO**: -0.11 eV
**Charge**: 0

No. 7
Entry from OMol25: a molecular structure, C3H8Br2Si in a non-equilibrium geometry (ωB97M-V with the def2-TZVPD basis set).

Each line ends with the Mulliken charge.
Geometry (Å):
C  -1.69  0.76  -0.35  -0.8688
C  0.79  -1.37  0.23  -1.1566
C  2.03  2.09  0.65  -0.4127
Si  -0.20  -0.24  -0.92  0.4940
Br  0.93  3.70  0.43  -0.1884
Br  1.79  1.08  -1.26  -0.0267
H  -1.99  0.25  0.59  0.3145
H  -1.47  1.79  -0.27  0.2468
H  -2.60  0.54  -1.00  0.3041
H  0.30  -2.11  0.75  0.4285
H  1.52  -1.86  -0.32  0.3605
H  1.25  -0.70  0.93  0.4017
H  3.02  2.64  0.45  0.1940
H  -0.45  -0.96  -2.33  -0.0909

Summary:
**Molar mass**: 232.0 g mol⁻¹
**ΔE to the lowest compared entry with this formula, charge and spin**: 4.9470 eV
**E_HOMO**: -8.02 eV
**E_LUMO**: 0.27 eV
**Charge**: 0